(1)
{
  "formula": "C5H12O3",
  "method": "ωB97M-V/def2-TZVPD",
  "symbols": ["C", "C", "O", "C", "C", "C", "H", "H", "H", "H", "H", "H", "H", "H", "O", "H", "H", "O", "H", "H"],
  "positions_angstrom": [[-0.516, 0.935, -0.938], [-0.735, -0.044, -1.801], [-1.161, 0.197, -3.092], [-0.580, -1.484, -1.489], [-1.354, -2.396, -2.059], [-1.311, -3.859, -1.767], [-0.595, 2.006, -1.169], [-0.232, 0.898, 0.101], [-1.125, 1.148, -3.241], [0.189, -1.679, -0.757], [-2.073, -2.055, -2.788], [-2.306, -4.206, -1.483], [-0.865, -4.442, -2.568], [-0.757, -4.084, -0.857], [4.504, -0.666, 4.846], [4.597, -0.066, 4.090], [4.940, -1.479, 4.554], [-0.177, 5.906, 3.715], [-1.014, 5.862, 4.197], [0.482, 5.792, 4.411]],
  "forces_ev_per_angstrom": [[0.2786, 1.7801, 0.5458], [-0.0786, -0.2812, -0.3315], [0.2454, -0.1688, 0.3558], [-0.2984, 0.9022, -0.2184], [0.3731, -0.2658, 0.1027], [-0.0906, 0.0215, 0.8962], [-0.2578, -0.5164, -0.6044], [0.1357, -1.0385, 0.0347], [-0.1301, 0.0338, 0.0074], [-0.0770, -0.3796, 0.2025], [-0.1041, 0.0058, -0.1409], [-0.1754, -0.2069, -0.6306], [-0.3057, -0.1185, -0.2016], [0.4849, 0.2335, -0.0150], [0.1886, -0.0030, -0.4393], [-0.0608, -0.1937, 0.3135], [-0.1287, 0.1982, 0.1245], [-0.1269, -0.0579, 0.4430], [0.1461, 0.0269, -0.2354], [-0.0183, 0.0284, -0.2090]],
  "relative_energy_kcal_mol": 50.5,
  "smiles": "C=C(O)/C=C/C.O.O",
  "homo_ev": -8.547,
  "orbital_gap_ev": 9.407,
  "charge": 0
}


(2)
{
  "formula": "C5H12O3Pt",
  "method": "ωB97M-V/def2-TZVPD",
  "symbols": ["O", "C", "C", "O", "C", "C", "O", "C", "H", "H", "H", "H", "H", "H", "H", "H", "H", "H", "H", "H", "Pt"],
  "positions_angstrom": [[-1.036, -0.143, 2.278], [-0.551, 1.147, 2.406], [0.083, 1.638, 1.110], [1.042, 0.650, 0.713], [1.427, 0.600, -0.649], [0.336, 0.022, -1.528], [-0.118, -1.181, -0.919], [-1.010, -1.943, -1.719], [0.215, 1.218, 3.208], [-1.347, 1.873, 2.666], [0.600, 2.601, 1.236], [-0.692, 1.733, 0.334], [2.304, -0.060, -0.676], [1.702, 1.603, -1.002], [0.746, -0.201, -2.525], [-0.516, 0.710, -1.642], [-1.500, -2.669, -1.060], [-1.762, -1.288, -2.181], [-0.448, -2.472, -2.500], [0.512, -2.665, 1.388], [0.014, -1.171, 1.064]],
  "forces_ev_per_angstrom": [[-1.4667, 1.6230, 1.1348], [0.4348, 0.8938, 0.5413], [-0.2095, 0.7353, -0.1902], [0.7837, 1.7245, -0.2225], [0.3236, 0.2657, -0.1914], [-0.0966, 0.1375, -0.4600], [0.0073, 0.0314, -3.7431], [-0.3432, -0.3683, -0.2862], [-0.2237, -0.0549, -0.2125], [0.1365, -0.2785, -0.0578], [-0.1769, -0.1266, 0.0096], [0.1565, -0.0004, 0.1482], [-0.2085, 0.2407, 0.0276], [0.0010, -0.1702, -0.0300], [-0.0619, 0.1069, 0.1778], [0.1343, -0.1397, 0.0032], [0.1988, 0.2522, -0.1792], [0.1264, -0.1407, 0.1439], [-0.1133, 0.1443, 0.1161], [0.0416, -0.8945, -0.2303], [0.5557, -3.9812, 3.5005]],
  "spin_multiplicity": 3,
  "homo_ev": [-6.328, -7.474],
  "s2": 2.004,
  "orbital_gap_ev": [6.860, 7.819],
  "charge": 0
}


(3)
{
  "formula": "C5H12O6S",
  "method": "ωB97M-V/def2-TZVPD",
  "symbols": ["C", "C", "O", "O", "C", "C", "C", "S", "O", "O", "O", "H", "H", "H", "H", "H", "H", "H", "H", "H", "O", "H", "H", "H"],
  "positions_angstrom": [[0.182, 1.500, -1.884], [-0.305, 0.028, -1.738], [-0.159, -0.689, -2.710], [-0.912, -0.454, -0.616], [0.032, -0.787, 0.429], [0.687, 0.446, 1.146], [0.418, 0.484, 2.712], [-0.262, 2.152, 3.087], [-0.225, 2.347, 4.548], [-1.625, 2.243, 2.523], [0.657, 3.206, 2.435], [-0.590, 2.183, -1.445], [1.158, 1.673, -1.376], [0.242, 1.782, -2.962], [0.852, -1.475, 0.098], [-0.554, -1.339, 1.205], [1.797, 0.338, 1.045], [0.381, 1.437, 0.750], [1.391, 0.383, 3.239], [-0.347, -0.250, 3.044], [-0.518, -3.912, -3.433], [-1.033, -4.492, -2.835], [-0.273, -3.057, -2.988], [-0.994, -3.751, -4.274]],
  "forces_ev_per_angstrom": [[-1.0772, 0.2396, 0.4079], [0.5528, 0.9313, -0.6036], [-0.2875, -1.1678, -0.0048], [0.9744, 0.2157, -0.8396], [0.4078, 0.2892, 1.9834], [0.4124, -0.5094, 0.7477], [0.0733, 0.5778, -1.0098], [0.7161, 4.7648, 0.5092], [0.0038, -1.3047, -1.0643], [1.1385, -1.1802, -0.0070], [-1.4861, -3.2362, 0.6185], [0.8037, -0.5808, 0.0225], [-0.7820, -0.2051, -0.2960], [0.1644, -0.6481, 0.8313], [-0.8254, 0.4320, -0.3486], [0.2334, 0.4053, -0.9204], [-0.8672, 0.3583, -0.1939], [0.1401, -0.7932, 0.0629], [-0.9028, 0.0382, -0.0348], [0.6059, 0.4263, -0.1044], [0.0044, 0.0594, 0.1004], [0.0295, 0.1313, -0.0332], [-0.0735, 0.6409, 0.0481], [0.0412, 0.1155, 0.1285]],
  "homo_ev": -6.692,
  "orbital_gap_ev": 3.592,
  "charge": 0
}


no.,energy (Eh)
1,-423.37335
2,-542.51653
3,-1047.15897